Record 1
DFT (ωB97M-V/def2-TZVPD) results for a molecular structure, C32H34BF2GeN4PSeV.

Geometry as XYZ:
```
77
C32H34BF2GeN4PSeV | the Open Molecules 2025 dataset | ωB97M-V/def2-TZVPD
V -1.401 0.738 1.869
C -1.839 0.018 4.069
C -2.459 1.232 3.933
C -3.181 1.545 2.729
C -3.563 0.438 1.896
C -3.019 -0.827 2.096
C -1.990 -1.007 3.044
H -1.186 -0.157 4.913
H -2.271 2.010 4.662
H -3.660 2.505 2.616
H -4.244 0.599 1.073
H -3.245 -1.620 1.397
H -1.487 -1.957 3.137
C 3.038 -2.362 0.523
N 2.194 -3.283 1.382
C 2.638 -3.141 2.818
N 2.763 -1.799 3.265
C 3.650 -1.046 2.388
N 3.167 -1.038 1.020
C 2.014 -0.149 0.813
P 0.896 0.120 2.274
C 0.729 -2.954 1.261
C 1.519 -1.075 3.576
H 2.577 -2.365 -0.462
H 4.030 -2.826 0.476
H 2.459 -4.233 1.093
H 3.616 -3.634 2.887
H 1.908 -3.682 3.417
H 4.640 -1.513 2.410
H 3.737 -0.021 2.748
H 1.400 -0.547 0.010
H 2.381 0.839 0.519
H 0.496 -3.036 0.192
H 0.214 -3.779 1.777
H 0.731 -1.800 3.773
H 1.685 -0.487 4.482
C -1.021 0.869 0.222
Ge -0.723 0.767 -1.647
C -2.453 1.060 -2.543
C -2.700 0.633 -3.847
C -3.931 0.852 -4.452
C -4.940 1.502 -3.754
C -4.711 1.929 -2.453
C -3.477 1.707 -1.854
C -0.132 -1.007 -2.294
C -1.010 -2.091 -2.248
C -0.611 -3.359 -2.643
C 0.685 -3.571 -3.096
C 1.573 -2.506 -3.150
C 1.165 -1.238 -2.749
C 0.598 2.029 -2.379
C 1.231 2.966 -1.567
C 2.147 3.869 -2.096
C 2.439 3.848 -3.451
C 1.814 2.921 -4.277
C 0.904 2.022 -3.741
H -1.927 0.106 -4.398
H -4.105 0.511 -5.466
H -5.902 1.672 -4.222
H -5.496 2.435 -1.903
H -3.293 2.030 -0.834
H -2.023 -1.941 -1.888
H -1.308 -4.187 -2.591
H 0.999 -4.560 -3.407
H 2.586 -2.661 -3.505
H 1.871 -0.415 -2.792
H 1.001 2.998 -0.508
H 2.628 4.588 -1.445
H 3.152 4.551 -3.866
H 2.038 2.902 -5.337
H 0.427 1.299 -4.396
Se -0.214 3.024 2.135
C -0.703 4.003 3.644
N -1.040 4.631 4.551
F 1.293 1.870 4.414
B 1.509 1.838 3.049
F 2.719 2.398 2.707
```

Results
**Orbital gap (spin up / spin down)**: 5.924 / 5.925 eV
**F_max**: 0.46 eV/Å
**E_HOMO (spin up / spin down)**: -0.1334 / -0.1334 Ha
**ΔE to the lowest compared entry with this formula, charge and spin**: 0.9711 eV
**Total charge**: -1

---

Record 2
DFT (ωB97M-V/def2-TZVPD) results for a molecular structure, C43H44AuN6P2SeSi2 in a non-equilibrium geometry.

Geometry as XYZ:
```
99
C43H44AuN6P2SeSi2 | the Open Molecules 2025 dataset | ωB97M-V/def2-TZVPD
Au 0.717 -0.160 0.206
C -0.717 3.735 3.505
Si 0.419 2.329 2.918
C 2.102 3.019 2.347
C 0.540 1.038 4.318
N -0.159 1.502 1.503
P -1.599 1.466 0.805
C -1.258 0.210 -0.342
P -1.339 -0.912 -1.661
N 0.112 -1.570 -1.484
Si 0.955 -2.685 -2.522
C 2.497 -3.092 -1.486
C 1.413 -1.893 -4.199
C -0.148 -4.200 -2.878
C -2.623 -2.161 -1.439
C -2.323 -3.075 -0.430
C -3.153 -4.156 -0.212
C -4.288 -4.321 -0.992
C -4.599 -3.399 -1.979
C -3.775 -2.308 -2.202
C -1.522 -0.122 -3.278
C -1.141 1.208 -3.406
C -1.019 1.773 -4.661
C -1.251 1.005 -5.791
C -1.616 -0.327 -5.667
C -1.757 -0.893 -4.412
C -2.903 1.042 1.985
C -3.516 2.010 2.775
C -4.265 1.625 3.873
C -4.432 0.281 4.165
C -3.833 -0.685 3.371
C -3.056 -0.306 2.292
C -1.970 3.066 0.046
C -0.842 3.745 -0.408
C -0.963 5.019 -0.928
C -2.217 5.610 -1.009
C -3.342 4.934 -0.563
C -3.228 3.654 -0.045
H -0.187 4.390 4.187
H -1.573 3.341 4.042
H -1.076 4.343 2.681
H 2.582 3.603 3.123
H 1.983 3.661 1.480
H 2.778 2.217 2.068
H 0.861 1.501 5.245
H 1.249 0.251 4.079
H -0.424 0.569 4.498
H 3.156 -2.232 -1.422
H 3.060 -3.907 -1.925
H 2.227 -3.373 -0.472
H 1.678 -0.844 -4.095
H 0.582 -1.949 -4.898
H 2.252 -2.410 -4.653
H -0.459 -4.701 -1.966
H 0.368 -4.923 -3.500
H -1.048 -3.901 -3.410
H -1.416 -2.926 0.141
H -2.911 -4.882 0.549
H -4.932 -5.172 -0.828
H -5.483 -3.543 -2.581
H -4.011 -1.585 -2.970
H -0.957 1.786 -2.509
H -0.737 2.809 -4.766
H -1.141 1.441 -6.771
H -1.779 -0.925 -6.551
H -2.035 -1.933 -4.312
H -3.408 3.057 2.533
H -4.718 2.375 4.505
H -5.022 -0.011 5.020
H -3.972 -1.729 3.604
H -2.577 -1.042 1.659
H 0.121 3.258 -0.318
H -0.088 5.559 -1.254
H -2.316 6.600 -1.426
H -4.309 5.415 -0.612
H -4.102 3.118 0.297
Se 8.180 -1.588 2.450
N 7.449 -0.520 1.268
C 6.137 -0.667 1.299
C 5.208 0.047 0.467
C 5.608 1.000 -0.478
C 4.646 1.624 -1.246
C 3.310 1.290 -1.045
N 2.922 0.408 -0.149
C 3.829 -0.219 0.605
C 3.355 -1.190 1.573
N 2.038 -1.389 1.666
C 1.565 -2.274 2.517
C 2.385 -3.038 3.345
C 3.750 -2.843 3.286
C 4.263 -1.899 2.388
C 5.669 -1.629 2.254
N 6.622 -2.214 2.955
H 6.660 1.223 -0.581
H 4.904 2.354 -1.996
H 2.521 1.745 -1.627
H 0.490 -2.374 2.540
H 1.941 -3.762 4.008
H 4.436 -3.395 3.911
```

Results
**Orbital gap**: 6.243 eV
**F_max**: 2.99 eV/Å
**E_HOMO**: -0.3567 Ha
**Total charge**: +1

---

Record 3
DFT (ωB97M-V/def2-TZVPD) results for a molecular structure, C26H19F5N5NdO5 in a non-equilibrium geometry.

Geometry as XYZ:
```
61
C26H19F5N5NdO5 | the Open Molecules 2025 dataset | ωB97M-V/def2-TZVPD
Nd -0.164 -0.446 -0.113
C -0.060 3.729 -2.924
C 0.874 3.678 -1.875
C 0.529 3.076 -0.689
C -0.732 2.492 -0.497
C -1.675 2.636 -1.530
C -1.346 3.227 -2.724
N -1.002 1.775 0.678
C -1.881 2.264 1.542
C -2.416 3.616 1.494
C -3.307 4.062 2.412
C -3.685 3.263 3.541
C -3.118 2.017 3.681
C -2.218 1.499 2.714
N -1.839 0.220 3.043
N -1.134 -0.449 2.223
C -0.895 -1.786 2.584
C -1.187 -2.398 3.832
C -0.933 -3.772 3.970
C -0.368 -4.450 2.901
C -0.075 -3.780 1.755
N -0.334 -2.489 1.590
H 0.197 4.160 -3.852
H 1.896 4.000 -1.967
H 1.266 3.005 0.030
H -2.727 2.329 -1.378
H -2.079 3.272 -3.527
H -2.067 4.267 0.703
H -3.667 5.065 2.247
H -4.466 3.618 4.223
H -3.482 1.342 4.470
H -1.711 -1.848 4.625
H -1.267 -4.327 4.851
H -0.118 -5.492 2.924
H 0.360 -4.329 0.919
O 0.826 -2.408 -1.477
C 1.962 -2.651 -1.884
C 3.165 -1.849 -1.595
C 4.318 -2.198 -2.262
C 5.475 -1.580 -1.937
C 5.528 -0.479 -1.095
C 4.406 -0.120 -0.398
C 3.173 -0.789 -0.597
O 2.113 -0.441 0.063
N 6.701 -1.997 -2.640
O 7.720 -1.348 -2.445
O 6.645 -2.972 -3.371
H 2.114 -3.488 -2.586
H 4.299 -2.938 -3.102
H 6.464 0.059 -0.863
H 4.407 0.719 0.322
F -2.261 -2.628 -1.676
C -2.396 -1.281 -1.213
F -2.367 -0.481 -2.425
C -3.868 -1.332 -0.722
F -4.318 -0.167 -0.279
F -3.907 -2.219 0.291
F -4.691 -1.615 -1.715
O 0.083 0.178 -2.611
H -0.005 1.126 -2.734
H -0.751 -0.149 -2.927
```

Results
**Orbital gap (spin up / spin down)**: 6.714 / 6.720 eV
**F_max**: 2.16 eV/Å
**Spin multiplicity**: 4
**E_HOMO (spin up / spin down)**: -0.2878 / -0.2882 Ha
**ΔE to the lowest compared entry with this formula, charge and spin**: 0.0000 eV
**Total charge**: 0

---

Record 4
DFT (ωB97M-V/def2-TZVPD) results for C6H15NO in the gas phase in a non-equilibrium geometry.

Geometry as XYZ:
```
23
C6H15NO | the Open Molecules 2025 dataset | ωB97M-V/def2-TZVPD
C 1.335 1.842 1.964
C 0.546 2.328 0.752
C 0.377 1.299 -0.357
N -0.594 0.276 0.029
C -0.567 -0.908 -0.835
C 0.716 -1.743 -0.718
C -1.794 -1.757 -0.475
O -2.155 -2.671 -1.525
H 1.685 0.814 1.840
H 0.732 1.815 2.874
H 2.199 2.472 2.153
H -0.435 2.725 1.018
H 1.015 3.201 0.291
H -0.032 1.768 -1.255
H 1.354 0.871 -0.582
H -0.358 -0.057 0.960
H -0.694 -0.644 -1.886
H 0.466 -2.791 -0.904
H 1.487 -1.420 -1.416
H 1.115 -1.707 0.295
H -2.634 -1.118 -0.231
H -1.532 -2.422 0.349
H -2.233 -2.173 -2.341
```

Results
**Orbital gap**: 10.035 eV
**F_max**: 1.03 eV/Å
**E_HOMO**: -0.3307 Ha
**ΔE to the lowest compared entry with this formula, charge and spin**: 1.3946 eV
**Total charge**: 0

---

Record 5
DFT (ωB97M-V/def2-TZVPD) results for 2 unconnected molecules or ions with the total composition C4H8O2 in a non-equilibrium geometry.

Geometry as XYZ:
```
14
C4H8O2 | the Open Molecules 2025 dataset | ωB97M-V/def2-TZVPD
C 1.324 1.047 -0.272
C 0.296 0.151 0.418
O -0.091 0.693 1.676
C -0.963 0.053 -0.406
C -1.867 -0.906 -0.483
O -2.728 -1.669 -0.680
H 2.208 1.183 0.364
H 1.663 0.615 -1.220
H 0.892 2.033 -0.470
H 0.749 -0.839 0.570
H 0.713 0.963 2.139
H -1.358 0.978 -0.810
H -0.185 -2.086 -0.798
H -0.436 -2.492 -0.224
```

Results
**Orbital gap**: 10.022 eV
**F_max**: 1.01 eV/Å
**E_HOMO**: -0.3355 Ha
**ΔE to the lowest compared entry with this formula, charge and spin**: 3.0197 eV
**Total charge**: 0

---

Record 6
DFT (ωB97M-V/def2-TZVPD) results for 9 unconnected molecules or ions with the total composition C4H26NO8 in a non-equilibrium geometry.

Geometry as XYZ:
```
39
C4H26NO8 | the Open Molecules 2025 dataset | ωB97M-V/def2-TZVPD
C -0.755 -1.271 -1.404
N -0.348 -1.421 0.045
C 1.142 -1.271 0.162
C 1.614 -1.808 -1.172
C 0.604 -1.298 -2.172
H -1.412 -2.096 -1.640
H -1.213 -0.295 -1.530
H -0.617 -2.378 0.311
H -0.940 -0.770 0.598
H 1.462 -1.813 1.045
H 1.346 -0.202 0.234
H 2.640 -1.504 -1.398
H 1.723 -2.898 -1.211
H 0.477 -1.907 -3.067
H 0.805 -0.290 -2.533
H 1.636 2.673 -1.392
H 1.356 2.436 -2.891
O 1.679 3.085 -2.262
H -0.084 2.735 0.076
H -1.510 3.081 -0.479
O -0.829 2.398 -0.456
H -1.149 0.826 2.083
H -1.534 1.353 0.653
O -1.669 0.605 1.280
H 0.658 1.850 2.754
H 0.261 1.381 4.137
O 0.062 1.218 3.206
H 2.150 2.122 1.383
H 1.380 3.366 1.950
O 1.256 2.504 1.507
H -2.383 -4.383 -0.333
H -2.599 -3.209 0.694
O -1.937 -3.762 0.246
H -2.897 -0.795 1.164
H -4.291 -1.596 1.090
O -3.441 -1.439 0.678
H 3.570 -0.037 -1.166
H 3.403 1.477 -0.898
O 2.975 0.618 -0.785
```

Results
**Orbital gap (spin up / spin down)**: 2.924 / 10.844 eV
**F_max**: 1.46 eV/Å
**Spin multiplicity**: 2
**E_HOMO (spin up / spin down)**: -0.1037 / -0.3963 Ha
**Total charge**: 0

---

Record 7
DFT (ωB97M-V/def2-TZVPD) results for C5H5BrF2 in the gas phase in a non-equilibrium geometry.

Geometry as XYZ:
```
13
C5H5BrF2 | the Open Molecules 2025 dataset | ωB97M-V/def2-TZVPD
C -1.167 -1.709 1.102
C -0.987 -0.633 0.410
C 0.541 -0.136 -0.251
Br 1.925 -1.367 -0.152
C 0.488 0.855 -1.402
C 0.637 1.339 -0.003
F -0.257 2.108 0.589
F 1.855 1.905 0.297
H -1.940 -2.214 1.787
H -0.419 -2.532 1.256
H -1.606 0.220 0.358
H 1.383 1.107 -2.071
H -0.452 1.057 -1.921
```

Results
**Orbital gap**: 10.791 eV
**F_max**: 5.05 eV/Å
**E_HOMO**: -0.3691 Ha
**ΔE to the lowest compared entry with this formula, charge and spin**: 1.4386 eV
**Total charge**: 0

---

Record 8
DFT (ωB97M-V/def2-TZVPD) results for 14 unconnected molecules or ions with the total composition C6H36N2O13 in a non-equilibrium geometry.

Geometry as XYZ:
```
57
C6H36N2O13 | the Open Molecules 2025 dataset | ωB97M-V/def2-TZVPD
C 2.494 -0.476 -3.455
C 1.517 0.519 -2.796
C 0.048 0.069 -2.884
C -0.877 1.144 -2.400
C -1.428 2.235 -2.995
N -2.535 2.601 -2.271
C -2.692 1.666 -1.289
N -1.692 0.821 -1.305
H 3.266 -0.648 -2.707
H 1.991 -1.378 -3.766
H 3.006 0.066 -4.241
H 1.547 1.512 -3.252
H 1.737 0.592 -1.740
H -0.042 -0.904 -2.403
H -0.159 -0.104 -3.944
H -1.238 2.754 -3.916
H -3.339 2.990 -2.703
H -3.419 1.596 -0.496
H 1.450 1.217 4.376
H 2.452 0.246 3.631
O 1.915 0.379 4.413
H -3.289 -3.615 -1.548
H -4.187 -2.387 -1.942
O -4.155 -3.339 -1.854
H 0.921 -2.697 -0.585
H 0.816 -3.528 0.681
O 1.129 -3.558 -0.219
H -0.894 2.161 3.536
H -0.403 3.512 3.430
O -0.679 2.895 4.125
H 3.104 2.364 2.365
H 3.894 1.988 1.144
O 3.649 1.653 2.014
H 0.706 -0.654 0.983
H 0.132 -0.324 -0.303
O 0.913 -0.791 0.041
H -1.396 3.770 1.149
H -0.418 2.550 0.827
O -0.852 3.070 1.517
H -1.859 -1.679 0.550
H -2.521 -0.379 0.846
O -2.553 -1.306 1.114
H -1.016 -4.338 -0.467
H -2.125 -4.067 0.448
O -1.415 -3.592 -0.010
H -3.082 -1.740 3.760
H -2.622 -0.673 2.998
O -2.563 -0.937 3.941
H 0.509 -0.990 3.722
H -0.874 -1.071 2.965
O 0.050 -0.782 2.904
H 1.700 1.906 -0.884
H 2.109 1.240 0.411
O 1.801 2.086 0.058
H 3.080 -0.952 -0.755
H 4.355 -1.644 -0.070
O 4.034 -1.051 -0.748
```

Results
**Orbital gap**: 9.759 eV
**F_max**: 2.27 eV/Å
**E_HOMO**: -0.3584 Ha
**ΔE to the lowest compared entry with this formula, charge and spin**: 0.0000 eV
**Total charge**: 0

---

Question: F_max of number 7 (C5H5BrF2)?
Answer: 5.05 eV/Å